Below is C47H32Cl6HfN2O4SSi as an isolated structure at a distorted geometry, with properties calculated with ωB97M-V/def2-TZVPD.

Last column: Löwdin charge in e.
Geometry (Å):
Hf (0.24, 0.40, 0.35)  1.52
Cl (-0.83, 0.15, 3.66)  0.74
C (0.85, 0.59, 3.53)  -0.71
C (1.40, 0.67, 2.27)  -0.43
C (2.76, 0.86, 2.19)  -0.73
Cl (3.45, 0.88, 0.57)  0.69
C (3.58, 1.03, 3.30)  -0.72
Cl (5.27, 1.28, 3.13)  0.70
C (2.98, 1.00, 4.56)  -0.70
Cl (3.95, 1.22, 5.97)  0.69
C (1.61, 0.78, 4.69)  -0.71
Cl (0.88, 0.68, 6.24)  0.70
C (1.93, -1.30, -7.63)  -0.04
C (1.31, -0.86, -6.34)  -0.26
C (-0.05, -0.59, -6.25)  -0.02
C (-0.62, -0.19, -5.05)  -0.04
C (0.19, -0.06, -3.94)  -0.29
C (1.55, -0.32, -4.00)  -0.04
C (2.10, -0.72, -5.20)  -0.02
S (-0.51, 0.40, -2.41)  0.64
O (-0.26, -0.75, -1.47)  -0.45
O (-1.87, 0.78, -2.63)  -0.24
N (0.41, 1.46, -1.65)  -0.22
C (0.12, 2.84, -1.78)  -0.25
C (-0.39, 3.46, -2.88)  -0.01
C (-0.62, 4.85, -2.88)  -0.05
C (-0.30, 5.61, -1.79)  -0.03
C (0.26, 5.00, -0.64)  -0.15
C (0.67, 5.72, 0.50)  0.01
C (1.23, 5.06, 1.55)  -0.03
C (1.34, 3.66, 1.48)  -0.12
N (0.96, 2.94, 0.45)  0.06
C (0.45, 3.61, -0.63)  -0.16
H (1.24, -1.20, -8.47)  0.08
H (2.23, -2.35, -7.57)  0.09
H (2.82, -0.72, -7.86)  0.08
H (-0.67, -0.69, -7.13)  0.12
H (-1.68, 0.02, -4.98)  0.12
H (2.17, -0.23, -3.11)  0.11
H (3.16, -0.93, -5.26)  0.12
H (-0.64, 2.89, -3.77)  0.11
H (-1.04, 5.31, -3.76)  0.11
H (-0.46, 6.68, -1.79)  0.11
H (0.53, 6.80, 0.52)  0.12
H (1.57, 5.58, 2.44)  0.11
H (1.75, 3.12, 2.33)  0.10
C (2.28, -4.61, 4.56)  -0.09
C (1.32, -5.21, 3.75)  -0.08
C (0.72, -4.48, 2.74)  -0.11
C (1.04, -3.14, 2.51)  -0.27
C (2.02, -2.58, 3.32)  -0.09
C (2.64, -3.30, 4.34)  -0.08
Si (0.20, -2.27, 1.04)  0.68
C (0.98, -3.19, -0.44)  -0.30
C (2.24, -2.80, -0.89)  -0.13
C (2.86, -3.40, -1.97)  -0.10
C (2.21, -4.43, -2.65)  -0.10
C (0.96, -4.85, -2.21)  -0.09
C (0.36, -4.24, -1.12)  -0.09
C (-1.63, -2.74, 1.11)  -0.30
C (-2.46, -2.70, -0.01)  -0.11
C (-3.82, -2.96, 0.09)  -0.08
C (-4.38, -3.26, 1.32)  -0.09
C (-3.58, -3.30, 2.45)  -0.09
C (-2.22, -3.04, 2.34)  -0.12
H (2.75, -5.18, 5.36)  0.10
H (1.05, -6.24, 3.91)  0.10
H (-0.03, -4.97, 2.12)  0.10
H (2.35, -1.56, 3.15)  0.07
H (3.40, -2.82, 4.95)  0.10
H (2.78, -2.00, -0.37)  0.07
H (3.84, -3.08, -2.29)  0.10
H (2.68, -4.91, -3.50)  0.10
H (0.46, -5.66, -2.72)  0.10
H (-0.62, -4.58, -0.80)  0.10
H (-2.05, -2.45, -0.98)  0.09
H (-4.44, -2.92, -0.80)  0.10
H (-5.44, -3.47, 1.40)  0.10
H (-4.01, -3.53, 3.42)  0.10
H (-1.61, -3.07, 3.24)  0.09
Cl (-4.35, 6.59, 3.28)  0.66
C (-3.90, 5.07, 2.55)  -0.66
C (-4.84, 4.38, 1.80)  -0.09
C (-4.48, 3.17, 1.23)  0.00
C (-3.18, 2.68, 1.39)  -0.13
C (-2.26, 3.39, 2.14)  -0.02
C (-2.62, 4.59, 2.73)  -0.09
C (-2.86, 1.37, 0.74)  -0.50
O (-3.68, 0.63, 0.28)  0.14
O (-1.54, 1.13, 0.64)  -0.23
H (-5.83, 4.78, 1.68)  0.11
H (-5.19, 2.60, 0.65)  0.12
H (-1.26, 3.00, 2.28)  0.09
H (-1.91, 5.15, 3.33)  0.10

The HOMO-LUMO gap comes out at 6.92 eV. The value obtained for the highest occupied orbital energy is -7.5 eV. Its LUMO energy is -0.02253 hartree.